[1]
Molecular formula: C3HFO
Method: DFT, ωB97M-V/def2-TZVPD

Output
- LUMO energy: -1.30 eV
- M: 72.04 g/mol
- HOMO energy: -9.71 eV
- SMILES: O=C=C=CF

XYZ file:
```
6
Properties=species:S:1:pos:R:3:nbo_charge:R:1
C 0.9927 -0.5606 0.0117 0.314
C 0.0407 0.5816 -0.0925 -0.419
C -1.2373 0.8914 -0.0495 0.653
O -2.1381 1.6097 0.1060 -0.422
F 0.2341 -1.7901 0.0506 -0.358
H 2.1078 -0.7319 -0.0264 0.232
```

=====

[2]
Molecular formula: C3HFO3
Method: DFT, ωB97M-V/def2-TZVPD

Output
- LUMO energy: 0.65 eV
- M: 104.04 g/mol
- HOMO energy: -9.71 eV
- SMILES: O=c1occ(F)o1

XYZ file:
```
8
Properties=species:S:1:pos:R:3:nbo_charge:R:1
C 0.8166 0.6356 0.1629 -0.072
C -0.2259 0.7047 -0.6697 0.602
C -0.4516 -1.1410 0.4701 0.954
O -0.8784 -2.1649 0.8755 -0.545
O 0.6781 -0.5239 0.8814 -0.444
O -1.0304 -0.3748 -0.5088 -0.458
F -0.5683 1.6001 -1.5624 -0.267
H 1.6599 1.2641 0.3509 0.230
```

=====

[3]
Molecular formula: C3HIN2
Method: DFT, ωB97M-V/def2-TZVPD

Output
- LUMO energy (spin up / spin down): -4.09 / -4.09 eV
- M: 191.96 g/mol
- HOMO energy (spin up / spin down): -10.28 / -10.27 eV

XYZ file:
```
7
Properties=species:S:1:pos:R:3:nbo_charge:R:1
C 0.2110 1.2246 0.6788 0.201
C -1.0691 -0.5467 -0.5614 0.191
C 0.0795 0.2060 -0.3074 -0.275
N 0.0485 2.0309 1.4771 -0.184
N -2.0716 -1.1115 -0.5517 -0.176
I 1.8126 -2.1927 0.2511 -0.069
H 0.9890 0.3894 -0.9865 0.311
```

=====

[4]
Molecular formula: C3HIN2O
Method: DFT, ωB97M-V/def2-TZVPD

Output
- LUMO energy: -0.98 eV
- M: 207.96 g/mol
- HOMO energy: -10.54 eV
- SMILES: [H]/N=C(/C#N)C(=O)I

XYZ file:
```
8
Properties=species:S:1:pos:R:3:nbo_charge:R:1
C 0.7565 0.6504 1.2972 0.199
C 0.3090 -0.3644 0.4225 0.102
C -0.6960 0.1925 -0.9058 0.339
N 0.9018 1.5820 1.9517 -0.226
N 0.6394 -1.5500 0.4142 -0.478
O -1.0162 -0.7382 -1.5846 -0.514
I -1.0826 2.2009 -1.1891 0.208
H 0.1881 -1.9732 -0.4063 0.371
```

=====

[5]
Molecular formula: C3HINO
Method: DFT, ωB97M-V/def2-TZVPD

Output
- Net charge: +1
- LUMO energy (spin up / spin down): -9.22 / -7.18 eV
- M: 193.95 g/mol
- HOMO energy (spin up / spin down): -15.67 / -15.48 eV
- SMILES: Ic1c[n+]#co1

XYZ file:
```
7
Properties=species:S:1:pos:R:3:nbo_charge:R:1
C -0.6551 -1.5399 -0.0697 0.770
C -0.6115 0.5765 0.1340 0.053
C 0.6310 0.0596 -0.2639 0.118
N -1.3937 -0.5561 0.1342 -0.475
O 0.5482 -1.2944 -0.4423 -0.429
I 2.4117 1.1405 -0.0348 0.657
H -0.9305 1.6137 0.5424 0.307
```

=====

[6]
Molecular formula: C3HLiO4Sn
Method: DFT, ωB97M-V/def2-TZVPD

Output
- Net charge: +1
- LUMO energy (spin up / spin down): -4.87 / -4.73 eV
- M: 226.69 g/mol
- Multiplicity: 2
- HOMO energy (spin up / spin down): -10.61 / -11.37 eV
- <S²>: 0.75

XYZ file:
```
10
Properties=species:S:1:pos:R:3:mulliken_spin:R:1
O -1.6513 1.3554 -1.2925 -0.058
C -0.8738 0.6716 -0.6842 0.010
O -0.3434 -0.4310 -0.8234 0.021
Sn -2.7667 1.5790 -2.8639 1.033
O -0.0841 1.2807 0.9725 -0.004
C 0.8137 0.2950 1.3302 -0.004
C 0.9077 -0.7985 0.6545 0.002
O 1.5480 -1.8513 0.4123 0.000
Li 1.7817 -3.5765 0.2921 0.000
H 0.6681 1.4756 2.0022 0.001
```

=====

[7]
Molecular formula: C3HN2O5P
Method: DFT, ωB97M-V/def2-TZVPD

Output
- LUMO energy (spin up / spin down): -0.78 / -2.21 eV
- M: 176.02 g/mol
- Multiplicity: 3
- HOMO energy (spin up / spin down): -8.27 / -10.85 eV
- <S²>: 2.03

XYZ file:
```
12
Properties=species:S:1:pos:R:3:mulliken_spin:R:1
C 2.2962 0.1386 0.1279 -0.056
C 0.4213 -0.7870 0.0351 0.130
C -0.6521 -1.5830 -0.5349 1.281
N 1.7021 -0.9859 0.3806 0.055
N 0.3048 0.4237 -0.5791 0.253
O -3.2473 0.8921 0.1354 0.026
O 1.5192 1.0425 -0.4586 0.073
O -1.1223 0.1703 1.5473 0.004
O -1.7875 -1.0938 -0.5836 0.115
O -0.7519 1.1019 -0.7631 0.068
P -1.9553 0.3313 0.3940 0.055
H 3.2727 0.3493 0.2990 -0.002
```

=====

[8]
Molecular formula: C3HN3O
Method: DFT, ωB97M-V/def2-TZVPD

Output
- LUMO energy: -0.15 eV
- M: 95.06 g/mol
- HOMO energy: -10.63 eV
- SMILES: C#Cc1nnon1

XYZ file:
```
8
Properties=species:S:1:pos:R:3:nbo_charge:R:1
C 2.3418 -0.2418 0.2518 -0.135
C 1.2179 0.0957 0.0038 -0.097
C -0.2699 0.0681 -0.0483 0.184
H 3.4568 -0.2989 0.6199 0.275
N -1.2579 -1.0378 -0.1281 -0.162
N -2.3062 -0.6037 -0.3885 0.159
N -0.9659 1.2058 0.0108 -0.035
O -2.2166 0.8126 -0.3214 -0.191
```

=====

[9]
Molecular formula: C3HN3O2
Method: DFT, ωB97M-V/def2-TZVPD

Output
- LUMO energy (spin up / spin down): -1.95 / -1.96 eV
- M: 111.06 g/mol
- HOMO energy (spin up / spin down): -8.32 / -8.30 eV

XYZ file:
```
9
Properties=species:S:1:pos:R:3:nbo_charge:R:1
C -2.5995 -1.0190 0.1432 -0.085
C -1.3797 -1.5896 0.2246 0.107
C 2.2343 1.2306 1.5126 1.029
N -3.7026 -0.6210 0.1100 -0.187
N 0.2339 -0.4617 -1.7838 -0.298
N -0.1416 -0.0232 -0.7797 0.073
O 2.3293 1.6175 2.5832 -0.500
O 2.1670 0.8597 0.4314 -0.527
H 0.8588 0.0066 -2.4415 0.387
```

=====

[10]
Molecular formula: C3HN3O2
Method: DFT, ωB97M-V/def2-TZVPD

Output
- LUMO energy: -0.58 eV
- M: 111.06 g/mol
- HOMO energy: -10.40 eV
- SMILES: c1onc2onnc12

XYZ file:
```
9
Properties=species:S:1:pos:R:3:nbo_charge:R:1
C 1.2735 1.1061 -0.0060 0.211
C 0.0499 -0.5894 0.2211 0.360
C -0.0229 0.7642 0.2326 -0.118
H 1.8436 1.8727 -0.0288 0.197
N 1.2376 -1.2290 -0.1074 -0.110
N -2.0664 -0.0378 -0.1470 0.188
N -1.4379 1.0376 -0.0957 -0.200
O 2.0294 -0.0395 -0.0896 -0.258
O -1.2519 -0.9548 0.0638 -0.269
```